A cluster of 3 separate species, C12H30ClN2O4 in total. Source: the OMol25 dataset; level of theory: ωB97M-V/def2-TZVPD.

Element x y z (Å)
1 H -8.67607 -10.65729 12.20308
2 C -9.96309 -5.74813 22.16336
3 H -14.34193 -6.07295 21.21792
4 O -11.06389 -6.38967 21.65076
5 C -10.10321 -8.87977 10.55790
6 H -6.98934 -12.21137 13.01884
7 H -12.73903 -4.55851 19.63998
8 N -13.20916 -5.44080 19.49640
9 H -9.77339 -8.67303 11.57602
10 O -11.19543 -4.02131 18.13627
11 H -11.99364 -2.74645 16.86412
12 C -11.62995 -6.84335 10.67537
13 H -12.08429 -4.57409 21.78860
14 H -11.38079 -11.90131 12.84959
15 H -7.54078 -13.86364 13.55364
16 O -8.74647 -12.61471 12.08739
17 C -9.29111 -11.42633 12.67041
18 H -9.90512 -4.74301 21.74567
19 H -13.25692 -7.12624 20.67335
20 H -8.99125 -6.17033 21.90768
21 C -12.19540 -6.11173 18.60532
22 H -11.08366 -6.20366 9.98221
23 N -11.04736 -11.24791 10.85200
24 O -11.38143 -8.22703 10.37214
25 C -10.80321 -11.13435 12.33357
26 H -11.46890 -6.52495 11.70531
27 C -11.00150 -3.04094 17.20623
28 H -12.69174 -5.79742 22.84903
29 C -11.54205 -5.24843 17.56086
30 H -9.38628 -8.35017 9.93050
31 H -10.66196 -2.11058 17.66149
32 H -11.15969 -10.13524 12.58422
33 H -12.69289 -6.64827 10.53324
34 C -10.21429 -10.43645 9.98120
35 H -9.25978 -10.96228 10.00380
36 C -12.28216 -5.64418 21.85061
37 H -10.71003 -12.14588 10.53586
38 H -6.92479 -13.68571 12.02572
39 H -12.21007 -5.16167 16.70392
40 C -13.32831 -6.04823 20.81782
41 H -12.58236 -6.98649 18.08269
42 H -9.10793 -11.70221 13.70889
43 H -10.02449 -5.66878 23.24873
44 H -10.40787 -10.48627 8.90968
45 Cl -15.02060 -7.97896 13.87043
46 H -11.46370 -6.55229 19.28253
47 C -7.51661 -13.12690 12.75069
48 H -10.28379 -3.40917 16.47316
49 H -10.64007 -5.79160 17.27892

Summary:
charge: -1
energy relative to the best compared isomer or geometry (same formula, charge and spin): 83.0 kcal per mole
frontier orbital gap: 6.0 eV
LUMO energy: 2.53 eV

Results of the Löwdin charge analysis, in e, for atoms 1 through 8: 0.101 -0.154 0.107 -0.188 -0.162 0.078 0.074 -0.035

A structure of composition C18H31F4N6Sn. Source: the OMol25 dataset; level of theory: ωB97M-V/def2-TZVPD.

Element x y z (Å)
1 N 1.07535 -0.77992 -1.95552
2 F -1.81725 4.36003 3.11657
3 H 0.88897 0.84359 3.79875
4 H -0.00527 2.81577 3.08928
5 C -1.70947 3.20463 1.03798
6 H -3.62757 -4.61823 -0.46018
7 C 0.20237 0.63742 2.96950
8 Sn -0.69245 -0.82151 -0.42577
9 H -0.80548 -3.16015 -2.17383
10 H 2.91963 -2.15829 -5.32396
11 C -2.81493 -3.11431 -1.70470
12 H 3.63273 2.25788 1.75690
13 H 2.88550 -2.89603 -3.70160
14 N -1.43601 -2.57038 1.11275
15 H -3.78271 6.13911 -0.45997
16 H 2.88375 1.31279 -3.74820
17 C -3.20358 5.31759 -0.04250
18 F -3.16142 4.30784 -2.16173
19 H -1.44757 1.93002 3.42860
20 H 2.68826 1.83234 3.17327
21 N 2.77348 -0.79027 -3.72798
22 H 3.72607 0.63329 2.40964
23 C -2.09492 3.23790 -0.38898
24 H 1.50832 -2.19497 0.32535
25 H -0.47435 -0.12721 3.35327
26 N -1.08530 2.16297 1.42744
27 C 1.90705 1.06193 1.28009
28 H -1.89322 -4.61616 -0.48689
29 C -2.82406 4.26877 -0.89401
30 H -1.43041 -2.14260 2.03584
31 C -0.57580 1.94311 2.75862
32 C 1.58199 -1.16776 2.26639
33 C 3.26191 -2.06769 -4.29504
34 C -2.86724 5.36672 1.31288
35 C -2.13028 4.35545 1.86107
36 C 3.04564 1.46117 2.21158
37 H -3.51403 -2.39078 0.84739
38 N -1.50702 -2.44299 -1.98775
39 C 2.21635 -1.95099 1.13699
40 H 4.35402 0.47002 -4.27771
41 F -1.66624 2.27177 -1.14698
42 H -3.57293 -2.33256 -1.63102
43 H -0.75296 -3.32546 1.17713
44 C 3.26735 0.47221 -4.31920
45 H 2.33960 -0.96776 3.03150
46 H 0.82387 -1.77121 2.76868
47 H -1.58341 -1.93734 -2.86965
48 H 4.34890 -2.06282 -4.26135
49 H 2.31193 0.64998 0.35917
50 H 2.93293 0.54130 -5.35234
51 C -2.76839 -3.18820 0.85098
52 C 1.87899 -0.78170 -2.80363
53 H 2.58302 -2.90705 1.51082
54 H 1.34354 1.95157 0.98738
55 F -3.25854 6.37739 2.04714
56 N 0.93010 0.08198 1.82166
57 H 3.05557 -1.43087 0.67803
58 H -3.07749 -3.73805 -2.55838
59 C -2.76489 -3.95085 -0.45250
60 H -3.02199 -3.86239 1.66874

Summary:
charge: +3
energy relative to the best compared isomer or geometry (same formula, charge and spin): 15.1 kcal per mole
frontier orbital gap: 5.4 eV
LUMO energy: -11.84 eV

Results of the Löwdin charge analysis, in e, for atoms 1 through 8: 0.027 0.221 0.133 0.149 -0.099 0.140 -0.175 1.339

The molecule C5H12N2. Source: the OMol25 dataset; level of theory: ωB97M-V/def2-TZVPD.

Element x y z (Å)
1 C 1.07007 0.18833 0.42359
2 H -2.27571 0.01862 1.24045
3 H -2.70946 1.37672 -0.66166
4 C 2.18985 -0.52043 0.61700
5 N -1.67725 -0.25893 -1.58028
6 H -1.90165 0.10720 -2.49690
7 H -2.42002 -0.91048 -1.35546
8 N 3.38036 -0.47595 -0.13764
9 H -1.34666 1.52677 1.23966
10 C -0.21539 -0.37399 0.97591
11 H 2.31427 -1.18576 1.47972
12 H -0.15071 -0.55208 2.05750
13 C -1.43678 0.53968 0.76950
14 C -1.71478 0.90926 -0.68956
15 H 3.88836 -1.33716 -0.00377
16 H 3.22069 -0.44569 -1.13821
17 H 1.22357 1.10473 -0.14190
18 H -0.97969 1.60887 -1.08834
19 H -0.45908 -1.31970 0.49039

Summary:
SMILES string: N/C=C/CCCN
charge: 0
energy relative to the best compared isomer or geometry (same formula, charge and spin): 34.8 kcal per mole
frontier orbital gap: 8.9 eV
LUMO energy: 1.17 eV

Results of the Löwdin charge analysis, in e, for atoms 1 through 8: -0.125 0.103 0.101 -0.233 -0.009 0.059 0.066 0.017

A structure of composition C24H22BBr2F8LuN3PSSb. Source: the OMol25 dataset; level of theory: ωB97M-V/def2-TZVPD.

Element x y z (Å)
1 P 0.36986 1.02407 -1.17861
2 C -2.39846 -2.59362 2.43663
3 H 0.47761 3.64297 -2.43568
4 C 0.02598 2.96866 -3.14717
5 H -4.17319 2.07160 2.05498
6 H -4.30313 2.23997 -0.41476
7 C -0.74673 0.77265 -3.74501
8 F 2.50388 -4.36868 2.55901
9 H -1.27492 2.95725 -6.26687
10 H -1.58491 0.57218 -5.70133
11 H -3.51809 -4.34029 2.79409
12 C 2.67615 3.91244 0.57821
13 Br 2.54574 -3.84246 -0.54903
14 C -1.06370 1.31042 -0.09950
15 H -0.89856 -0.26478 -3.49699
16 C 4.09234 -2.72422 -0.19368
17 C 3.80601 3.90243 -0.22392
18 F 0.18555 -3.72569 1.30428
19 C -3.31100 1.85087 1.44561
20 S 0.15352 -2.71814 -3.44414
21 C -0.38991 3.44074 -4.37766
22 C -2.37620 -2.07075 3.82777
23 C -0.99399 1.16565 1.29603
24 C 1.62177 3.05931 0.31262
25 C 2.83033 2.19338 -1.58975
26 F -0.00054 -5.16916 3.67287
27 H 0.74384 3.06611 0.93934
28 C -3.38247 1.94700 0.06638
29 C -0.15078 1.62463 -2.82081
30 H 4.63432 4.55507 0.00280
31 H -2.08552 -2.57708 -0.71685
32 N -1.90033 -2.03645 1.34642
33 H 4.75573 3.03277 -1.94001
34 C -2.26802 1.67480 -0.70306
35 C -2.12698 1.46350 2.04552
36 F 2.50561 -1.79454 2.00573
37 H -2.06778 1.38846 3.12219
38 H -0.25838 4.48387 -4.62091
39 H 4.25758 -2.70306 0.88060
40 N 0.26218 -1.33229 -1.05333
41 H -1.89198 -1.10162 3.86623
42 Lu 0.78810 -1.88139 1.11012
43 F 2.07544 -4.44938 5.14013
44 H -2.33126 1.76709 -1.77731
45 C 0.21660 -1.94565 -2.08013
46 C 1.69794 2.20009 -0.77724
47 C -2.32410 -2.82359 0.30218
48 B 0.32510 0.65222 2.05743
49 C -1.14368 1.24759 -4.98306
50 C -3.05744 -3.86747 0.77670
51 N -3.10364 -3.70578 2.13037
52 F 0.88797 1.48351 2.96192
53 C -0.96267 2.58255 -5.30371
54 Sb 1.10895 -3.52369 3.67087
55 F 0.07515 -0.64380 2.73908
56 H -3.40330 -1.95305 4.17522
57 H 2.61275 4.58999 1.41527
58 F 1.32095 0.24174 1.07115
59 H -1.87211 -2.76585 4.50246
60 H -3.53058 -4.69039 0.28173
61 Br 3.62410 -0.95406 -0.75050
62 H 2.88902 1.51249 -2.42500
63 C 3.87732 3.04960 -1.31437
64 H 4.94699 -3.08077 -0.76158

Summary:
2S+1: 2
charge: 0
energy relative to the best compared isomer or geometry (same formula, charge and spin): 19.8 kcal per mole
frontier orbital gap (alpha / beta): 8.3 / 6.8 eV
LUMO energy (alpha / beta): 0.24 / -2.22 eV

Results of the Löwdin charge analysis, in e, for atoms 1 through 8: 1.221 -0.408 0.109 -0.076 0.107 0.107 -0.095 -0.500

The molecule C4H8S. Source: the OMol25 dataset; level of theory: ωB97M-V/def2-TZVPD.

Element x y z (Å)
1 H -0.61876 -1.65595 0.87300
2 C -0.78600 -0.86361 0.13947
3 H -0.71062 -0.91238 -0.92390
4 S 0.58892 1.52776 -0.58754
5 H 0.18208 0.36693 1.51323
6 H 2.16769 -0.11734 0.14767
7 H 2.44251 0.61866 -1.62352
8 H -2.34352 0.51226 -0.20717
9 H 1.39780 -0.69053 -1.25719
10 C 1.79997 0.24011 -0.81113
11 C -0.23883 0.45751 0.52719
12 C -1.71965 0.28629 0.60138
13 H -2.16159 0.23027 1.60854

Summary:
SMILES string: CSC1CC1
charge: 0
energy relative to the best compared isomer or geometry (same formula, charge and spin): 26.8 kcal per mole
frontier orbital gap: 9.7 eV
LUMO energy: 1.03 eV

Results of the Löwdin charge analysis, in e, for atoms 1 through 8: 0.110 -0.160 0.084 0.859 0.099 0.046 0.036 0.073